# 1
A cluster of 2 separate species, N4S in total at a distorted geometry, computed with the ωB97M-V functional and the def2-TZVPD basis.

Results
E_HOMO ... -0.37156 hartree
HOMO-LUMO gap ... 10.67 eV
Structure (SMILES) ... N#[N+][S-].N#N
Relative energy (zero: lowest compared OMol25 entry of this formula, charge and spin) ... 7.6 kcal/mol

```
! wB97M-V def2-TZVPD RIJCOSX def2/J DEFGRID3
* xyz 0 1
N 0.376 1.958 -1.317
N -0.758 -0.505 0.070
N -0.189 -1.374 0.486
N 0.110 2.428 -0.360
S 0.461 -2.507 1.120
*
```

=====

# 2
A structure of composition N5O15Sr at a distorted geometry, computed with the ωB97M-V functional and the def2-TZVPD basis.

Results
E_HOMO (alpha / beta) ... -0.10361 / -0.10354 hartree
HOMO-LUMO gap (alpha / beta) ... 6.89 / 3.58 eV

```
! wB97M-V def2-TZVPD RIJCOSX def2/J DEFGRID3
* xyz -2 2
O -0.890 -0.906 -1.536
N -1.896 -1.046 1.452
N -0.381 3.137 1.002
O 0.143 2.147 0.664
O -0.706 -1.017 1.242
O 2.169 2.117 -3.726
O 0.784 -3.306 2.854
O 2.060 -2.038 1.990
O 1.207 1.547 -2.002
O -1.511 2.944 1.520
O -2.568 -2.073 1.377
N -1.677 -1.552 -2.324
O 2.060 3.478 -2.318
O 2.730 -3.518 3.287
O -1.067 -2.249 -3.133
O -2.809 -1.271 -2.463
O -2.545 -0.074 1.432
Sr 1.268 -0.089 -0.106
N 1.869 -2.907 2.794
O 0.096 4.263 0.648
N 1.662 2.412 -2.653
*
```

=====

# 3
A structure of composition NO2P at a distorted geometry, computed with the ωB97M-V functional and the def2-TZVPD basis.

Results
E_HOMO (alpha / beta) ... -0.37818 / -0.37801 hartree
HOMO-LUMO gap (alpha / beta) ... 7.29 / 7.29 eV
Relative energy (zero: lowest compared OMol25 entry of this formula, charge and spin) ... 89.1 kcal/mol

```
! wB97M-V def2-TZVPD RIJCOSX def2/J DEFGRID3
* xyz 0 1
P -0.222 0.124 0.822
N -0.434 0.239 -0.670
O -0.909 0.518 -1.722
O 1.565 -0.881 1.570
*
```

=====

# 4
The molecule NO3P at a distorted geometry, computed with the ωB97M-V functional and the def2-TZVPD basis.

Results
E_HOMO ... -0.39762 hartree
HOMO-LUMO gap ... 9.61 eV
Relative energy (zero: lowest compared OMol25 entry of this formula, charge and spin) ... 23.2 kcal/mol

```
! wB97M-V def2-TZVPD RIJCOSX def2/J DEFGRID3
* xyz 0 1
P -0.190 0.295 1.441
O -0.448 1.136 -0.155
N 0.503 -0.020 -0.520
O 0.743 -0.090 -1.652
O -1.049 -0.859 1.483
*
```

=====

# 5
The molecule NO3PS at a distorted geometry, computed with the ωB97M-V functional and the def2-TZVPD basis.

Results
E_HOMO ... -0.40923 hartree
HOMO-LUMO gap ... 9.65 eV
Structure (SMILES) ... N#S(=O)OP=O
Relative energy (zero: lowest compared OMol25 entry of this formula, charge and spin) ... 28.9 kcal/mol

```
! wB97M-V def2-TZVPD RIJCOSX def2/J DEFGRID3
* xyz 0 1
O 2.714 -0.282 -0.674
S -1.291 -0.071 0.055
O -1.568 1.301 -0.251
N -2.232 -1.157 0.182
P 2.002 0.336 0.408
O 0.375 -0.126 0.281
*
```

=====

# 6
A structure of composition NO3Rb at a distorted geometry, computed with the ωB97M-V functional and the def2-TZVPD basis.

Results
E_HOMO ... -0.32255 hartree
HOMO-LUMO gap ... 8.21 eV
Relative energy (zero: lowest compared OMol25 entry of this formula, charge and spin) ... 73.2 kcal/mol

```
! wB97M-V def2-TZVPD RIJCOSX def2/J DEFGRID3
* xyz 0 1
O 0.194 0.698 -0.633
O -0.562 -0.834 0.721
Rb -0.697 1.802 0.704
O 0.895 -1.277 -0.609
N 0.170 -0.390 -0.183
*
```

=====

# 7
A structure of composition NO3Rb at a distorted geometry, computed with the ωB97M-V functional and the def2-TZVPD basis.

Results
E_HOMO ... -0.30827 hartree
HOMO-LUMO gap ... 7.62 eV
Relative energy (zero: lowest compared OMol25 entry of this formula, charge and spin) ... 80.0 kcal/mol

```
! wB97M-V def2-TZVPD RIJCOSX def2/J DEFGRID3
* xyz 0 1
N 15.531 7.293 8.918
O 16.259 6.364 9.424
O 16.066 8.209 8.509
O 14.319 7.122 8.978
Rb 17.267 9.681 8.415
*
```

=====

# 8
A structure of composition NO3S2 at a distorted geometry, computed with the ωB97M-V functional and the def2-TZVPD basis.

Results
E_HOMO ... -0.15824 hartree
HOMO-LUMO gap ... 8.11 eV
Relative energy (zero: lowest compared OMol25 entry of this formula, charge and spin) ... 7.5 kcal/mol

```
! wB97M-V def2-TZVPD RIJCOSX def2/J DEFGRID3
* xyz -1 1
O 0.896 -1.493 0.240
S 1.107 -0.476 -0.799
O -1.132 1.332 2.100
N 0.440 1.171 0.144
O 0.199 -0.531 -1.914
S -0.610 0.462 1.056
*
```

=====

# 9
A structure of composition O2 at a distorted geometry, computed with the ωB97M-V functional and the def2-TZVPD basis.

Results
E_HOMO ... -0.46154 hartree
HOMO-LUMO gap ... 7.50 eV
Relative energy (zero: lowest compared OMol25 entry of this formula, charge and spin) ... 95.0 kcal/mol

```
! wB97M-V def2-TZVPD RIJCOSX def2/J DEFGRID3
* xyz 0 1
O -0.440 -0.604 0.401
O 0.440 0.604 -0.401
*
```

=====

# 10
A cluster of 2 separate species, O2 in total at a distorted geometry, computed with the ωB97M-V functional and the def2-TZVPD basis.

Results
E_HOMO ... -0.47947 hartree
HOMO-LUMO gap ... 6.92 eV
Relative energy (zero: lowest compared OMol25 entry of this formula, charge and spin) ... 175.4 kcal/mol

```
! wB97M-V def2-TZVPD RIJCOSX def2/J DEFGRID3
* xyz 0 1
O 0.000 0.000 -1.049
O 0.000 0.000 1.049
*
```

=====

# 11
A structure of composition O2 at a distorted geometry, computed with the ωB97M-V functional and the def2-TZVPD basis.

Results
E_HOMO ... -0.45757 hartree
HOMO-LUMO gap ... 7.53 eV
Relative energy (zero: lowest compared OMol25 entry of this formula, charge and spin) ... 86.3 kcal/mol

```
! wB97M-V def2-TZVPD RIJCOSX def2/J DEFGRID3
* xyz 0 1
O 0.065 -0.384 -0.732
O -0.065 0.384 0.732
*
```

=====

# 12
The molecule O2S2 at a distorted geometry, computed with the ωB97M-V functional and the def2-TZVPD basis.

Results
E_HOMO ... -0.38185 hartree
HOMO-LUMO gap ... 8.53 eV
Relative energy (zero: lowest compared OMol25 entry of this formula, charge and spin) ... 29.1 kcal/mol

```
! wB97M-V def2-TZVPD RIJCOSX def2/J DEFGRID3
* xyz 0 1
S 1.581 0.224 0.069
O 0.233 -1.276 0.135
S -0.465 0.146 -0.524
O -1.350 0.906 0.320
*
```